(1)
DFT (ωB97M-V/def2-TZVPD) results for a structure of composition C40H45Cl3N2O9P2SiV in a non-equilibrium geometry.

⟨S²⟩: 0.762
Kohn-Sham gap (spin up / spin down): 6.5 / 6.9 eV
E: -5634.88745 Ha
multiplicity: 2
total charge: -2

Positions of all 103 atoms, in Å:
C1 -0.516 2.344 1.919
C2 -2.910 -2.160 1.817
H1 1.277 0.317 -0.133
H2 4.578 1.144 -4.562
H3 4.330 -0.362 -7.411
O1 -1.729 4.413 -3.148
C3 0.216 -4.493 1.551
C4 0.259 -6.551 2.672
C5 -2.430 1.531 -1.414
H4 -0.272 -0.458 -2.146
C6 -3.540 2.138 -0.544
V1 -0.051 3.264 -1.017
C7 2.023 1.098 -0.334
C8 0.244 -0.615 4.470
C9 -0.240 -1.575 -2.261
C10 5.743 1.300 0.069
H5 1.134 -0.779 3.846
C11 -0.417 5.620 0.387
H6 0.567 -7.567 2.791
H7 0.559 -3.840 0.782
H8 -4.649 -0.953 1.494
C12 -1.139 5.046 2.773
H9 -0.753 -6.635 4.513
H10 0.212 -3.979 -3.949
H11 3.125 0.911 -5.573
C13 -0.952 2.642 3.232
H12 -3.321 -4.116 2.583
H13 -3.715 -0.534 2.911
C14 4.343 1.676 -0.240
H14 -2.927 0.073 6.604
H15 0.238 -1.570 -4.960
H16 -3.969 -2.888 3.589
C15 -0.520 -3.856 2.582
H17 -0.259 -1.997 -1.285
C16 2.769 3.321 -0.753
O2 0.294 3.517 -2.857
P1 1.461 -2.030 -2.974
C17 4.055 2.989 -0.577
C18 2.403 -1.710 -5.594
C19 -0.694 4.715 1.506
H18 -3.110 -1.416 4.621
C20 3.312 0.749 -0.184
Cl1 1.136 3.176 -5.576
O3 -0.445 6.874 0.581
C21 1.721 2.403 -0.691
C22 -0.686 3.962 -3.594
H19 5.244 -1.792 -6.989
H20 -3.244 -0.110 1.221
H21 -4.092 2.831 -1.184
C23 4.900 -0.772 -6.569
C24 -3.653 -0.877 1.855
P2 4.074 -1.121 -4.970
H22 2.974 0.770 -3.811
C25 -0.822 0.541 6.293
H23 -1.967 -1.846 -0.130
H24 -0.700 1.272 7.082
H25 -1.366 6.126 3.008
C26 -3.797 -3.154 2.531
C27 -0.444 -6.006 3.700
H26 -1.173 1.797 3.903
C28 -1.997 -0.130 6.009
C29 -0.973 -1.137 4.048
Cl2 -1.005 5.066 -6.037
O4 -2.666 0.702 -2.310
Cl3 -1.505 2.240 -5.424
O5 -0.835 4.827 5.794
O6 -2.855 3.938 5.362
H27 -3.589 -2.387 -0.201
C30 0.638 -5.778 1.618
H28 -1.107 -1.908 -2.847
H29 2.456 -2.831 -5.614
H30 2.246 -1.346 -6.650
H31 2.567 4.426 -1.004
C31 -1.697 4.267 5.070
H32 3.661 -0.263 0.080
H33 -4.720 -3.248 2.004
Si1 -1.071 -1.982 2.335
C32 -0.811 -4.649 3.701
C33 -2.711 -2.526 0.349
O7 -0.204 -1.098 1.337
C34 -1.222 3.987 3.597
H34 1.239 -0.184 -4.579
H35 1.953 -4.238 -3.852
O8 -0.252 5.103 -0.821
H36 0.971 -4.209 -2.339
H37 -2.444 -3.598 0.202
O9 -1.127 1.955 -1.172
H38 1.221 -6.191 0.832
C35 -0.478 3.647 -5.111
H39 -3.019 2.686 0.267
H40 -4.183 1.385 -0.068
C36 3.604 0.614 -4.656
H41 4.825 3.760 -0.701
C37 1.144 -3.765 -3.314
C38 -2.123 -0.938 4.866
H42 -1.353 -4.263 4.517
H43 5.855 -0.230 -6.448
C39 0.339 0.204 5.573
H44 1.309 0.630 5.763
N1 6.855 1.209 0.372
H45 -0.420 1.313 1.576
C40 1.238 -1.287 -4.650
N2 -0.446 3.437 1.071



(2)
DFT (ωB97M-V/def2-TZVPD) results for a cluster of 3 separate species, CH7NO4 in total.

Kohn-Sham gap: 10.9 eV
E: -398.05622 Ha

Positions of all 13 atoms, in Å:
H1 -0.551 -0.641 -1.029
H2 -0.418 -0.342 2.344
O1 0.823 -2.076 1.450
H3 1.382 0.615 -0.007
H4 -0.859 1.753 -0.685
O2 -0.787 -0.495 1.466
H5 -2.202 1.688 -1.388
O3 -1.444 1.142 -1.152
H6 0.251 -2.199 -0.920
N1 -0.090 -1.362 -0.490
C1 0.041 -1.375 0.849
O4 1.463 1.569 -0.114
H7 2.392 1.723 -0.326



(3)
DFT (ωB97M-V/def2-TZVPD) results for a structure of composition C39H43As2ClNdSi2 in a non-equilibrium geometry.

⟨S²⟩: 3.756
Kohn-Sham gap (spin up / spin down): 6.1 / 6.2 eV
E: -7583.84835 Ha
multiplicity: 4
total charge: +1

Positions of all 88 atoms, in Å:
C1 -1.606 -0.079 -5.709
H1 0.999 -4.562 2.850
H2 -3.979 4.659 -5.955
H3 2.865 0.780 -0.306
C2 2.966 0.870 2.876
C3 -5.623 2.079 -3.560
C4 -0.709 -0.298 -6.760
H4 -1.661 -4.139 5.274
Si1 -0.101 0.234 -0.322
H5 3.624 -2.562 8.330
C5 1.108 2.211 3.265
H6 -0.195 5.144 -1.553
H7 -0.444 -1.077 -8.755
C6 -4.597 1.656 -4.429
H8 0.337 2.968 3.138
H9 -3.466 2.244 -6.196
H10 2.697 -5.071 2.513
C7 -5.960 3.434 -3.467
H11 2.207 2.302 1.306
Si2 -3.965 -0.090 -4.302
H12 -3.244 -0.465 -3.068
H13 -6.149 1.339 -2.946
H14 3.875 0.470 2.430
C8 2.525 0.636 4.214
C9 -0.182 3.045 -1.042
H15 1.296 -2.184 7.491
H16 3.990 0.232 -4.430
C10 3.237 0.194 -3.645
H17 1.676 -0.540 -4.948
H18 -1.825 5.769 0.224
C11 -1.573 2.409 0.818
H19 -5.143 -0.970 -4.330
C12 4.337 -2.728 1.844
C13 -0.659 -3.927 5.671
H20 3.055 0.056 4.967
H21 0.842 1.559 5.407
Nd1 0.665 -0.250 2.614
H22 1.652 -4.446 1.181
C14 -5.354 4.373 -4.311
As1 -0.013 -2.310 4.773
H23 -0.698 -3.803 6.762
C15 1.364 1.460 4.453
C16 4.452 -2.891 6.359
H24 4.281 -2.494 0.773
H25 5.464 -3.058 6.724
Cl1 -1.660 -0.993 -0.846
H26 -0.037 -0.659 -3.172
H27 4.990 -2.005 2.342
H28 -0.776 -1.397 6.998
H29 -2.007 1.645 1.481
H30 -6.692 3.768 -2.729
C17 -2.504 -1.228 -8.089
H31 4.568 0.877 -2.100
H32 5.003 -3.192 4.282
H33 0.017 -4.751 5.411
C18 1.859 -2.473 5.428
C19 -0.577 4.382 -0.878
C20 -0.684 2.037 -0.207
C21 0.953 -0.260 -2.933
C22 1.239 0.179 -1.633
C23 2.094 1.852 2.287
C24 1.894 -4.375 2.249
C25 -1.472 4.736 0.136
C26 2.570 0.533 -1.332
C27 3.417 -2.607 7.261
C28 -1.949 3.745 0.998
H34 -0.097 -0.055 5.971
H35 4.677 -3.758 2.005
H36 0.517 2.790 -1.834
C29 -4.114 2.579 -5.379
H37 -1.249 0.378 -4.778
H38 -2.634 4.020 1.796
C30 2.113 -2.398 6.794
H39 0.338 -0.011 -6.635
C31 2.910 -2.726 4.510
C32 3.549 0.565 -2.334
H40 -1.712 -0.742 5.600
C33 -1.154 -0.886 -7.948
C34 -2.957 -0.440 -5.831
C35 -0.711 -0.962 5.993
H41 -5.595 5.434 -4.219
As2 2.528 -2.553 2.557
C36 -4.442 3.938 -5.278
C37 1.934 -0.221 -3.934
H42 -2.842 -1.676 -9.025
C38 -3.407 -1.013 -7.037
C39 4.196 -2.961 4.978
H43 -4.459 -1.292 -7.154



(4)
DFT (ωB97M-V/def2-TZVPD) results for an isolated molecule of C5H8N4O4 in a non-equilibrium geometry.

Kohn-Sham gap (spin up / spin down): 6.8 / 6.9 eV
E: -714.97571 Ha

Positions of all 21 atoms, in Å:
N1 0.188 -0.435 2.537
H1 2.708 -1.776 -0.369
O1 1.154 -1.025 2.993
C1 1.005 0.140 -0.969
O2 -0.779 -0.108 3.121
N2 -2.085 1.108 0.779
N3 -0.401 0.682 -0.972
H2 -0.652 0.439 -2.881
C2 0.244 -0.023 1.176
N4 1.209 -0.463 0.337
H3 -2.273 0.899 -2.192
H4 2.102 -1.904 1.331
O3 -2.248 1.558 1.849
O4 -2.919 0.872 -0.065
C3 1.831 -1.840 0.365
C4 -1.099 1.054 -2.175
H5 1.042 -0.595 -1.753
H6 1.105 -2.545 -0.092
H7 1.572 1.050 -1.009
C5 -0.747 0.839 0.318
H8 -0.959 2.071 -2.327



(5)
DFT (ωB97M-V/def2-TZVPD) results for a structure of composition C2H3N3OS in a non-equilibrium geometry.

Kohn-Sham gap (spin up / spin down): 7.4 / 7.4 eV
E: -715.47074 Ha

Positions of all 10 atoms, in Å:
H1 0.392 0.564 -1.682
C1 -0.009 -1.319 -0.392
C2 -0.285 0.931 -0.912
S1 0.102 -1.959 2.302
O1 0.630 1.147 1.911
H2 -1.329 0.937 -1.015
H3 -0.062 1.957 -0.624
N1 0.291 0.075 1.391
N2 0.161 -0.110 0.079
N3 0.109 -2.224 -1.057



(6)
DFT (ωB97M-V/def2-TZVPD) results for the ion C6H7N3O with charge +2 in a non-equilibrium geometry.

⟨S²⟩: 2.034
Kohn-Sham gap (spin up / spin down): 7.8 / 7.2 eV
E: -471.32921 Ha
multiplicity: 3
total charge: +2

Positions of all 17 atoms, in Å:
H1 -1.916 -2.596 -1.227
H2 -0.024 -0.677 0.175
H3 3.748 -0.667 1.431
C1 -2.306 -0.915 -0.254
C2 -0.439 1.541 0.090
C3 -1.815 1.453 0.357
H4 0.047 2.462 -0.092
H5 -2.379 2.180 0.889
H6 1.953 1.411 -1.146
C4 0.254 0.365 -0.099
C5 3.115 -1.061 0.561
O1 -3.478 -0.332 0.229
N1 2.488 -0.183 -0.057
C6 1.607 0.592 -0.518
H7 3.169 -2.095 0.185
N2 -1.640 -1.832 -0.704
N3 -2.383 0.355 0.180



(7)
DFT (ωB97M-V/def2-TZVPD) results for an isolated molecule of C3H6Cl2O in a non-equilibrium geometry.

Kohn-Sham gap: 11.6 eV
E: -1113.52012 Ha

Positions of all 12 atoms, in Å:
H1 -1.443 1.595 -0.483
C1 -0.662 1.279 0.150
O1 -1.208 -0.863 -0.669
H2 -0.842 -1.654 -1.186
H3 0.376 0.268 -1.437
H4 1.592 -0.056 0.935
C2 -0.077 -0.020 -0.425
Cl1 0.564 2.546 0.289
C3 0.883 -0.732 0.562
H5 -0.960 1.017 1.213
H6 0.232 -1.251 1.304
Cl2 1.544 -2.129 -0.254